Molecular formula: C48H45Cl2N2O7PtS3Si
Method: DFT, ωB97M-V/def2-TZVPD

Summary:
Strongest force on any atom ... 2.2 eV Å⁻¹
Kohn-Sham gap (alpha / beta) ... 4.92 / 4.83 eV
Electronic energy ... -5015.73820 Ha
Charge ... +1

Each line ends with the Mulliken charge.
CARTESIAN COORDINATES (ANGSTROEM)
Pt 0.152 -0.142 0.082  3.206
C 3.855 4.620 4.925  -1.488
C 3.006 3.430 4.575  0.954
C 3.467 2.133 4.787  -0.913
C 2.684 1.040 4.457  -0.733
C 1.419 1.251 3.925  -0.104
C 0.929 2.535 3.718  -0.474
C 1.728 3.615 4.043  -0.696
S 0.543 -0.123 3.282  0.969
O 0.802 -1.288 4.070  -0.784
O -0.799 0.232 2.962  -0.045
N 1.313 -0.294 1.780  0.137
C 2.174 -1.253 1.356  0.260
C 2.988 -2.099 2.105  -0.945
C 3.785 -2.984 1.412  -0.633
C 3.753 -3.006 0.016  -0.852
C 2.901 -2.150 -0.644  -0.421
N 2.145 -1.271 0.019  0.156
H 4.856 4.318 5.225  0.357
H 3.402 5.174 5.748  0.345
H 3.935 5.301 4.076  0.327
H 4.452 1.978 5.211  0.365
H 3.037 0.028 4.610  0.464
H -0.058 2.660 3.294  0.640
H 1.359 4.621 3.885  0.505
H 2.934 -2.077 3.182  0.512
H 4.430 -3.665 1.949  0.470
H 4.366 -3.697 -0.543  0.467
H 2.816 -2.144 -1.722  0.401
O 0.402 2.028 0.788  -0.956
S 1.001 3.321 0.225  -0.155
C 2.539 2.759 -0.606  1.065
C 2.939 3.425 -1.920  -1.535
C 2.313 2.802 -3.171  0.439
C 2.750 1.355 -3.409  -1.138
S 1.427 0.153 -3.003  0.651
O 0.657 0.932 -1.930  -1.234
C 0.414 0.362 -4.462  0.668
C -0.935 0.612 -4.275  0.332
C -1.752 0.774 -5.383  -0.660
C -1.217 0.681 -6.660  -0.756
C 0.130 0.386 -6.835  -0.829
C 0.952 0.208 -5.735  -0.828
C -0.044 3.883 -1.111  0.821
C -1.098 3.112 -1.571  0.543
C -1.917 3.619 -2.568  -0.883
C -1.685 4.887 -3.084  -0.852
C -0.656 5.672 -2.579  -1.043
C 0.159 5.179 -1.573  -0.592
H 2.383 1.687 -0.706  -1.154
H 3.301 2.932 0.157  0.861
H 4.027 3.367 -2.003  0.503
H 2.682 4.485 -1.897  0.378
H 2.597 3.410 -4.031  0.611
H 1.227 2.842 -3.094  -0.452
H 3.594 1.071 -2.776  0.563
H 3.029 1.180 -4.446  0.569
H -1.331 0.675 -3.270  -0.274
H -2.810 0.961 -5.246  0.536
H -1.852 0.822 -7.524  0.434
H 0.540 0.285 -7.831  0.419
H 1.994 -0.049 -5.879  0.497
H -1.278 2.134 -1.153  -0.202
H -2.744 3.024 -2.935  0.603
H -2.319 5.275 -3.869  0.450
H -0.498 6.672 -2.959  0.463
H 0.938 5.799 -1.144  0.648
O -1.725 0.308 0.143  1.325
Si -3.252 0.718 0.523  -0.584
C -4.117 -0.379 1.807  0.974
C -3.859 -0.132 3.161  -0.258
C -4.515 -0.870 4.137  -0.852
C -5.423 -1.855 3.773  -0.627
C -5.656 -2.127 2.434  -0.767
C -5.005 -1.392 1.448  -0.263
C -3.560 2.459 1.159  0.399
C -4.852 2.929 1.405  -0.660
C -5.082 4.263 1.710  -0.872
C -4.019 5.152 1.800  -0.900
C -2.723 4.690 1.629  -0.737
C -2.501 3.352 1.324  0.944
C -4.244 0.334 -1.051  0.778
C -3.614 -0.389 -2.066  0.178
C -4.255 -0.630 -3.277  -0.400
C -5.543 -0.160 -3.480  -0.878
C -6.189 0.541 -2.470  -0.800
C -5.550 0.782 -1.261  -0.301
H -3.145 0.628 3.451  0.371
H -4.318 -0.666 5.183  0.433
H -5.953 -2.410 4.537  0.401
H -6.351 -2.906 2.146  0.433
H -5.202 -1.611 0.406  0.427
H -5.693 2.246 1.373  0.401
H -6.094 4.608 1.875  0.466
H -4.202 6.194 2.028  0.387
H -1.885 5.371 1.730  0.479
H -1.493 2.980 1.225  -0.010
H -2.611 -0.765 -1.916  -0.375
H -3.737 -1.193 -4.045  0.665
H -6.051 -0.345 -4.418  0.396
H -7.200 0.902 -2.616  0.434
H -6.077 1.327 -0.489  0.168
Cl 0.652 -4.411 -0.431  -0.129
C -0.859 -3.478 -0.388  0.264
Cl -0.930 -2.498 1.079  -0.003
C -0.885 -2.617 -1.672  0.022
O -1.446 -3.081 -2.631  -0.586
O -0.247 -1.480 -1.639  -0.834
H -1.684 -4.180 -0.391  0.541


Molecular formula: C2H3Lu
Method: DFT, ωB97M-V/def2-TZVPD

Summary:
Strongest force on any atom ... 4.5 eV Å⁻¹
Kohn-Sham gap ... 6.28 eV
Electronic energy ... -1312.57589 Ha
Charge ... +2

Each line ends with the natural charge from an NBO analysis.
CARTESIAN COORDINATES (ANGSTROEM)
C -0.221 -0.723 -0.299  -0.124
H -0.354 -1.588 0.350  0.302
C -0.677 0.451 -0.437  -0.624
H -1.566 1.037 -0.210  0.309
H 1.386 -0.722 0.059  -0.171
Lu 1.431 1.544 0.538  2.309


Molecular formula: C41H37BrFN10O9S2W
Method: DFT, ωB97M-V/def2-TZVPD

Summary:
Strongest force on any atom ... 1.1 eV Å⁻¹
Kohn-Sham gap ... 6.26 eV
Electronic energy ... -6346.57325 Ha
Charge ... +1

Each line ends with the Mulliken charge.
CARTESIAN COORDINATES (ANGSTROEM)
W -0.218 0.022 -0.389  0.611
C 1.725 -3.669 -3.292  -0.915
O 2.526 -2.521 -2.963  -0.452
C 2.990 -2.518 -1.679  1.330
C 4.157 -3.191 -1.357  -0.733
C 4.663 -3.166 -0.063  -1.021
C 3.979 -2.459 0.904  -1.010
C 2.806 -1.777 0.582  1.014
C 2.124 -1.045 1.613  -0.859
N 0.994 -0.490 1.467  1.086
N 0.572 0.197 2.602  -1.220
C -0.541 0.756 2.377  0.753
O -1.159 0.597 1.190  0.070
C -1.216 1.552 3.409  0.035
C -0.477 2.178 4.408  -0.512
C -1.131 2.913 5.381  -0.870
C -2.517 3.018 5.365  -0.549
C -3.255 2.389 4.371  -0.781
C -2.604 1.660 3.387  -0.438
C 2.308 -1.780 -0.716  -1.443
O 1.250 -1.057 -1.085  2.399
H 1.249 -3.460 -4.248  0.242
H 0.963 -3.835 -2.531  0.259
H 2.353 -4.557 -3.379  0.414
H 4.672 -3.724 -2.149  0.547
H 5.584 -3.683 0.179  0.397
H 4.348 -2.423 1.926  0.496
H 2.586 -0.949 2.587  0.465
H 0.602 2.084 4.404  0.462
H -0.559 3.410 6.155  0.425
H -3.025 3.586 6.136  0.420
H -4.336 2.464 4.365  0.520
H -3.168 1.155 2.610  0.443
N -6.073 5.886 0.534  -0.473
C -4.889 5.282 0.198  1.188
C -4.386 5.383 -1.111  -0.962
C -3.227 4.731 -1.467  -0.415
C -2.548 3.981 -0.509  -1.134
C -3.019 3.883 0.795  -0.348
C -4.179 4.533 1.149  -0.837
S -1.163 3.069 -0.971  2.095
O -0.633 3.647 -2.170  -0.780
O -0.265 2.930 0.158  -0.615
N -1.600 1.457 -1.207  -0.269
C -2.860 0.942 -1.100  -0.022
N -3.988 1.562 -1.397  -0.356
C -5.094 0.832 -1.258  -0.652
C -5.089 -0.498 -0.853  -0.934
C -3.856 -1.047 -0.572  -0.155
N -2.757 -0.323 -0.686  0.489
H -6.474 6.560 -0.091  0.209
H -6.328 5.970 1.500  0.211
H -4.924 5.975 -1.844  0.307
H -2.835 4.795 -2.475  0.512
H -2.460 3.312 1.526  0.551
H -4.549 4.474 2.168  0.319
H -6.025 1.342 -1.486  0.484
H -5.997 -1.077 -0.770  0.456
H -3.732 -2.076 -0.240  0.367
Br -2.096 -6.352 1.447  -0.183
C -1.637 -4.596 0.928  -0.331
C -1.483 -4.288 -0.412  -0.818
C -1.111 -3.003 -0.782  -0.197
C -0.896 -2.006 0.158  1.095
C -1.077 -2.339 1.493  -0.075
C -1.446 -3.619 1.886  -0.840
H -1.650 -5.042 -1.170  0.500
H -1.003 -2.801 -1.834  0.457
H -0.947 -1.612 2.278  0.270
H -1.578 -3.845 2.936  0.504
F 5.947 1.301 1.924  -0.344
C 5.529 1.045 0.688  0.357
C 4.604 1.797 0.103  0.021
N 4.155 1.536 -1.187  0.336
C 3.008 2.233 -1.745  -1.949
C 1.778 1.572 -1.212  1.726
O 1.709 1.232 -0.002  -0.504
O 0.823 1.249 -1.955  -1.121
C 4.559 0.407 -1.877  0.073
O 4.055 0.065 -2.937  -0.546
N 5.550 -0.311 -1.257  0.153
C 6.104 -0.114 0.017  0.193
O 6.938 -0.861 0.462  -0.598
H 4.152 2.634 0.619  0.388
H 3.030 2.123 -2.819  0.274
H 3.013 3.290 -1.481  0.287
H 5.872 -1.129 -1.752  0.327
S -1.011 -0.720 -2.968  -0.528
C 0.086 -0.156 -4.184  0.797
N -0.469 0.406 -5.261  -0.149
C 0.281 0.778 -6.468  -0.730
C 1.542 -0.061 -6.546  -0.759
C 2.286 0.082 -5.228  -0.575
N 1.390 -0.308 -4.135  1.383
H -1.468 0.519 -5.236  0.309
H 0.541 1.835 -6.420  0.324
H -0.360 0.626 -7.331  0.419
H 2.162 0.265 -7.378  0.406
H 1.277 -1.110 -6.702  0.320
H 2.609 1.116 -5.088  0.223
H 3.165 -0.551 -5.173  0.297
H 1.763 -0.873 -3.382  -1.014


Molecular formula: C4H8O2
Method: DFT, ωB97M-V/def2-TZVPD

Summary:
Strongest force on any atom ... 0.5 eV Å⁻¹
Structure (SMILES) ... COCC(C)=O
Kohn-Sham gap ... 10.39 eV
Electronic energy ... -307.65682 Ha

Each line ends with the natural charge from an NBO analysis.
CARTESIAN COORDINATES (ANGSTROEM)
C -1.989 0.493 -0.054  -0.248
O -1.011 0.074 0.874  -0.535
C -0.191 -0.977 0.431  -0.174
C 1.263 -0.629 0.127  0.569
C 1.720 0.746 -0.291  -0.728
O 2.062 -1.535 0.244  -0.546
H -2.635 -0.338 -0.375  0.170
H -2.613 1.242 0.442  0.198
H -1.543 0.950 -0.948  0.164
H -0.056 -1.749 1.196  0.218
H -0.627 -1.483 -0.444  0.195
H 2.546 1.041 0.364  0.248
H 0.934 1.503 -0.267  0.224
H 2.140 0.662 -1.299  0.244


Molecular formula: C23H19N5O2SY
Method: DFT, ωB97M-V/def2-TZVPD

Summary:
Strongest force on any atom ... 0.2 eV Å⁻¹
Kohn-Sham gap ... 7.40 eV
Electronic energy ... -1748.62787 Ha
Charge ... +1

Each line ends with the natural charge from an NBO analysis.
CARTESIAN COORDINATES (ANGSTROEM)
Y -0.502 -1.873 0.320  2.132
O -2.491 -2.463 0.331  -0.929
C -3.720 -2.026 0.594  0.438
C -4.815 -2.875 0.421  -0.298
C -6.093 -2.434 0.699  -0.144
C -6.323 -1.135 1.152  -0.254
C -5.251 -0.289 1.322  -0.130
C -3.939 -0.707 1.048  -0.241
C -2.878 0.250 1.279  0.175
N -1.626 0.047 1.067  -0.466
N -0.788 1.131 1.367  -0.396
C 0.442 0.737 1.464  0.553
O 0.825 -0.516 1.334  -0.907
C 1.498 1.749 1.708  -0.061
C 1.274 3.095 1.428  -0.195
C 2.284 4.022 1.632  -0.211
C 3.515 3.614 2.129  -0.195
C 3.736 2.275 2.422  -0.211
C 2.733 1.343 2.206  -0.214
H -4.632 -3.884 0.077  0.228
H -6.927 -3.111 0.567  0.225
H -7.326 -0.800 1.372  0.228
H -5.408 0.722 1.679  0.217
H -3.167 1.226 1.670  0.205
H 0.306 3.400 1.053  0.236
H 2.108 5.066 1.411  0.224
H 4.298 4.342 2.297  0.223
H 4.688 1.961 2.831  0.217
H 2.890 0.297 2.432  0.223
C 4.276 -2.540 0.177  -0.405
N 3.519 -1.512 -0.526  -0.327
C 3.910 -0.197 -0.691  -0.030
C 2.929 0.435 -1.356  -0.056
N 1.935 -0.508 -1.596  -0.381
C 2.309 -1.708 -1.069  0.290
S 1.470 -3.204 -1.101  -0.292
C 0.732 -0.211 -2.294  0.394
C 0.793 0.475 -3.490  -0.240
C -0.401 0.804 -4.113  -0.110
C -1.599 0.427 -3.526  -0.231
C -1.558 -0.267 -2.334  0.081
N -0.410 -0.580 -1.719  -0.548
H 5.232 -2.114 0.469  0.228
H 4.435 -3.394 -0.476  0.238
H 3.727 -2.858 1.061  0.232
H 4.838 0.175 -0.298  0.252
H 2.815 1.466 -1.636  0.256
H 1.749 0.730 -3.924  0.247
H -0.392 1.341 -5.052  0.245
H -2.550 0.663 -3.981  0.250
H -2.467 -0.585 -1.836  0.233